C28H28BrCrN2O4Si | wB97M-V/def2-TZVPD

```
! wB97M-V def2-TZVPD RIJCOSX def2/J DEFGRID3
* xyz 0 2
Cr 0.14 0.58 -0.25
Br 4.19 1.97 5.79
C 3.43 1.50 4.11
C 4.28 1.24 3.02
C 3.76 0.91 1.80
C 2.36 0.84 1.60
O 1.89 0.57 0.43
C 1.51 1.07 2.72
C 0.10 0.93 2.64
N -0.56 0.54 1.59
C -1.97 0.32 1.69
C -2.69 0.12 2.83
C -4.08 -0.09 2.75
C -4.73 -0.11 1.56
C -4.00 0.06 0.35
C -4.58 0.01 -0.94
C -3.77 0.16 -2.02
C -2.39 0.35 -1.85
N -1.82 0.40 -0.66
C -2.62 0.27 0.44
C 2.08 1.41 3.97
H 5.35 1.31 3.15
H 4.39 0.71 0.95
H -0.45 1.15 3.55
H -2.20 0.09 3.80
H -4.64 -0.24 3.67
H -5.80 -0.28 1.51
H -5.64 -0.16 -1.05
H -4.17 0.12 -3.03
H -1.72 0.48 -2.69
H 1.44 1.60 4.82
C 3.14 3.68 -1.33
C 2.37 2.74 -2.25
C 2.02 3.41 -3.58
O 3.11 1.55 -2.48
C 1.06 2.31 -1.59
O 0.59 2.92 -0.62
O 0.47 1.26 -2.08
H 4.05 4.02 -1.83
H 3.41 3.17 -0.41
H 2.53 4.55 -1.07
H 2.94 3.65 -4.12
H 1.47 4.33 -3.41
H 1.42 2.73 -4.18
H 3.90 1.79 -2.98
C 0.46 -1.69 -2.99
Si 0.53 -1.65 -1.12
C 2.18 -2.33 -0.58
C -0.81 -2.81 -0.45
C -1.05 -2.88 0.92
C -2.02 -3.71 1.46
C -2.80 -4.50 0.61
C -2.58 -4.45 -0.76
C -1.60 -3.62 -1.28
H -0.53 -1.44 -3.37
H 0.74 -2.68 -3.38
H 1.17 -0.95 -3.37
H 2.37 -3.30 -1.06
H 2.21 -2.47 0.51
H 2.98 -1.64 -0.85
H -0.46 -2.26 1.60
H -2.18 -3.74 2.53
H -3.56 -5.15 1.03
H -3.18 -5.07 -1.42
H -1.45 -3.59 -2.35
*
```

Values from the calculation:
calculated total energy	-5402.30529	Ha
max |F|	1.129	eV Å⁻¹
⟨S²⟩	0.8118
relative energy (zero: lowest compared OMol25 entry of this formula, charge and spin)	10.9	kcal per mole
HOMO (spin up / spin down)	-7.73 / -6.99	eV

---

C28H28Cl4N4O8 | wB97M-V/def2-TZVPD

```
! wB97M-V def2-TZVPD RIJCOSX def2/J DEFGRID3
* xyz 0 1
O -1.01 10.57 -10.73
N 0.14 10.96 -10.81
O 1.10 10.24 -10.97
C 0.30 12.41 -10.91
C -0.65 13.23 -10.27
C -0.45 14.60 -10.29
C 0.62 15.13 -11.02
C 1.46 14.32 -11.74
C 1.32 12.94 -11.70
H -1.40 12.67 -9.74
H -1.14 15.26 -9.78
H 0.95 16.16 -10.98
H 2.28 14.66 -12.36
H 2.07 12.31 -12.16
O 1.75 2.92 -14.17
N 0.96 2.23 -13.54
O 0.82 2.30 -12.33
C 0.13 1.32 -14.31
C -0.54 0.33 -13.57
C -1.23 -0.70 -14.21
C -1.31 -0.64 -15.61
C -0.79 0.44 -16.30
C 0.05 1.36 -15.69
H -0.53 0.33 -12.49
H -1.71 -1.44 -13.58
H -1.87 -1.36 -16.19
H -1.05 0.49 -17.35
H 0.50 2.06 -16.38
O -5.90 1.94 -11.37
N -5.09 2.81 -11.14
O -5.16 3.93 -11.61
C -4.06 2.53 -10.14
C -2.95 3.36 -10.05
C -1.85 2.96 -9.28
C -1.88 1.74 -8.59
C -2.96 0.90 -8.73
C -4.05 1.33 -9.44
H -2.82 4.25 -10.65
H -0.99 3.59 -9.13
H -0.98 1.40 -8.09
H -2.92 -0.09 -8.28
H -4.85 0.61 -9.59
O 7.45 -0.88 -11.79
N 7.44 0.24 -11.30
O 8.12 0.51 -10.32
C 6.63 1.28 -11.97
C 6.39 2.49 -11.32
C 5.71 3.45 -12.04
C 5.19 3.19 -13.30
C 5.50 2.02 -13.97
C 6.33 1.13 -13.30
H 6.82 2.67 -10.34
H 5.59 4.44 -11.62
H 4.80 3.98 -13.93
H 5.05 1.70 -14.90
H 6.78 0.28 -13.81
Cl 2.81 5.54 -11.65
C 1.43 6.49 -11.04
C 0.17 5.80 -11.58
Cl -1.24 6.36 -10.64
H 1.62 7.45 -11.52
H 1.54 6.62 -9.97
H 0.18 4.75 -11.31
H 0.07 5.93 -12.65
Cl 7.00 10.24 -11.84
C 5.52 9.21 -11.81
C 5.66 7.97 -10.89
Cl 6.71 6.76 -11.64
H 5.41 8.87 -12.83
H 4.73 9.87 -11.46
H 4.73 7.41 -10.82
H 6.12 8.29 -9.96
*
```

Values from the calculation:
calculated total energy	-3745.06757	Ha
max |F|	1.690	eV Å⁻¹
relative energy (zero: lowest compared OMol25 entry of this formula, charge and spin)	22.2	kcal per mole
HOMO	-9.75	eV

---

C28H28Cl9N5 | wB97M-V/def2-TZVPD

```
! wB97M-V def2-TZVPD RIJCOSX def2/J DEFGRID3
* xyz 0 1
Cl 3.79 1.47 -3.62
C 3.66 1.40 -1.84
Cl 2.82 2.83 -1.06
Cl 5.19 1.09 -1.02
H 3.02 0.54 -1.65
Cl 2.19 0.96 4.39
C 3.70 0.54 3.45
Cl 3.24 -0.07 1.84
Cl 4.54 -0.72 4.34
H 4.30 1.43 3.32
Cl -0.65 -0.40 -7.74
C 0.64 -1.49 -7.37
Cl 1.37 -0.97 -5.79
Cl 1.87 -1.33 -8.62
H 0.28 -2.51 -7.27
C -1.12 5.78 -4.29
C -0.36 6.51 -5.19
C 0.98 6.12 -5.39
N 1.56 5.11 -4.72
C 0.83 4.40 -3.79
C -0.52 4.74 -3.49
H -2.13 6.04 -4.00
H -0.78 7.33 -5.76
H 1.58 6.70 -6.08
H 1.32 3.64 -3.19
H -1.06 4.28 -2.68
C 0.40 -0.36 -0.24
C -0.16 0.85 0.10
C -0.45 1.72 -0.93
N -0.12 1.45 -2.22
C 0.32 0.25 -2.55
C 0.55 -0.74 -1.59
H 0.75 -1.07 0.50
H -0.32 1.02 1.16
H -0.74 2.72 -0.68
H 0.41 0.03 -3.60
H 0.97 -1.71 -1.81
C -4.57 1.13 4.37
C -3.43 0.66 3.73
C -2.21 1.19 4.13
N -2.04 2.23 4.99
C -3.22 2.63 5.60
C -4.48 2.13 5.29
H -5.52 0.77 4.02
H -3.47 -0.12 2.99
H -1.28 0.88 3.67
H -3.16 3.42 6.34
H -5.32 2.62 5.75
C -2.03 -2.41 1.53
C -3.29 -2.81 1.23
C -4.21 -3.14 2.28
N -3.85 -3.12 3.60
C -2.57 -2.73 3.89
C -1.62 -2.37 2.89
H -1.42 -2.05 0.72
H -3.62 -2.87 0.20
H -5.20 -3.49 2.06
H -2.25 -2.66 4.92
H -0.63 -2.05 3.18
C 3.27 -5.90 0.89
C 2.01 -5.95 0.29
C 1.15 -4.86 0.41
N 1.51 -3.74 1.15
C 2.66 -3.80 1.85
C 3.59 -4.85 1.75
H 3.90 -6.77 0.84
H 1.76 -6.84 -0.25
H 0.18 -4.83 -0.06
H 2.95 -2.98 2.49
H 4.51 -4.87 2.32
*
```

Values from the calculation:
calculated total energy	-5499.17234	Ha
max |F|	3.017	eV Å⁻¹
relative energy (zero: lowest compared OMol25 entry of this formula, charge and spin)	23.6	kcal per mole
HOMO	-9.18	eV

---

C28H28ClIrN4O4S | wB97M-V/def2-TZVPD

```
! wB97M-V def2-TZVPD RIJCOSX def2/J DEFGRID3
* xyz 0 1
Ir -0.13 -0.65 -0.08
N -3.08 -0.15 0.98
C -2.30 0.99 0.95
C -2.94 2.21 1.22
C -2.22 3.37 1.24
C -0.84 3.31 1.02
C -0.28 2.10 0.74
N -0.99 0.95 0.67
C -2.78 -1.50 0.93
C -3.83 -2.41 1.12
C -3.55 -3.75 1.08
C -2.24 -4.18 0.87
C -1.28 -3.22 0.68
N -1.54 -1.90 0.72
H -4.06 0.05 1.10
H -4.01 2.21 1.41
H -2.71 4.31 1.44
H -0.22 4.20 1.04
H 0.78 2.00 0.55
H -4.83 -2.05 1.27
H -4.35 -4.47 1.21
H -1.98 -5.22 0.82
H -0.24 -3.49 0.49
C 5.06 -1.59 1.48
C 5.77 -0.61 0.54
C 6.53 0.41 1.39
C 6.76 -1.39 -0.33
C 4.78 0.13 -0.36
C 5.27 1.08 -1.29
C 4.43 1.75 -2.16
C 3.07 1.49 -2.09
S 1.81 2.08 -3.12
C 0.66 1.16 -2.24
N 1.17 0.46 -1.24
C 2.56 0.59 -1.17
C 3.42 -0.11 -0.31
C -0.76 1.18 -2.60
C -1.31 2.32 -3.19
C -2.63 2.35 -3.59
C -3.40 1.20 -3.42
C -2.87 0.06 -2.86
C -1.54 0.02 -2.43
H 5.81 -2.08 2.10
H 4.53 -2.36 0.92
H 4.35 -1.08 2.13
H 7.24 -0.10 2.04
H 5.84 0.99 2.02
H 7.09 1.11 0.78
H 7.46 -1.94 0.30
H 7.33 -0.73 -0.98
H 6.23 -2.11 -0.96
H 6.33 1.27 -1.34
H 4.83 2.44 -2.89
H 3.01 -0.84 0.36
H -0.69 3.19 -3.35
H -3.05 3.23 -4.05
H -4.43 1.19 -3.75
H -3.45 -0.85 -2.77
C 0.91 -0.61 1.73
H 1.48 -1.54 1.86
H 0.23 -0.54 2.59
H 1.63 0.21 1.83
O 0.70 0.74 -5.49
Cl 0.54 -0.62 -4.93
O -0.78 -1.12 -5.34
O 1.58 -1.48 -5.52
O -1.05 -1.08 -1.88
*
```

Values from the calculation:
calculated total energy	-2566.27302	Ha
max |F|	0.509	eV Å⁻¹
relative energy (zero: lowest compared OMol25 entry of this formula, charge and spin)	24.3	kcal per mole
HOMO	-6.85	eV